{"formula": "C25H27BF5N7OS2V", "method": "the ωB97M-V functional and the def2-TZVPD basis", "species": ["V", "C", "C", "N", "N", "C", "N", "S", "C", "C", "C", "C", "C", "N", "H", "H", "H", "H", "H", "H", "H", "H", "H", "H", "F", "C", "C", "F", "C", "F", "C", "S", "C", "F", "C", "F", "B", "C", "N", "H", "H", "H", "C", "C", "N", "C", "C", "C", "O", "C", "C", "C", "C", "N", "C", "H", "H", "H", "H", "H", "H", "H", "H", "H", "H", "H", "H", "H", "H"], "xyz": [[-0.2164, 0.6004, 0.8762], [-1.8686, -2.4514, 3.4681], [-1.0930, -1.3404, 2.8405], [-1.1735, -1.0401, 1.5630], [-2.1439, -1.7254, 0.8378], [-1.7935, -2.6369, -0.1175], [-2.8694, -3.1249, -0.7931], [-0.2436, -3.1232, -0.3860], [-0.1701, -0.5076, 3.5955], [0.1109, -0.6747, 4.9513], [1.0376, 0.1547, 5.5501], [1.6768, 1.1274, 4.7898], [1.3376, 1.2519, 3.4577], [0.4230, 0.4709, 2.8778], [-1.9907, -3.2738, 2.7642], [-2.8599, -2.1210, 3.7931], [-1.3515, -2.8379, 4.3420], [-3.0667, -1.7684, 1.2445], [-3.7046, -2.5683, -0.8793], [-2.6561, -3.7492, -1.5519], [-0.3870, -1.4408, 5.5263], [1.2687, 0.0409, 6.6007], [2.4200, 1.7827, 5.2200], [1.7888, 1.9984, 2.8151], [-2.3893, 4.3458, 5.9156], [-1.8574, 4.0586, 4.7268], [-2.3021, 2.9643, 4.0071], [-3.2664, 2.1780, 4.4984], [-1.7295, 2.6940, 2.7837], [-2.1812, 1.5937, 2.1148], [-0.7094, 3.4456, 2.2153], [-0.0052, 3.0143, 0.6721], [-0.2914, 4.5413, 2.9684], [0.6905, 5.3225, 2.5194], [-0.8493, 4.8473, 4.1988], [-0.4115, 5.8982, 4.8922], [4.1501, -0.6684, -0.3368], [2.6673, -0.2963, 0.0180], [1.5700, -0.0292, 0.2771], [4.1771, -1.8668, -0.5137], [4.8283, -0.3285, 0.6069], [4.4284, -0.0534, -1.3442], [2.8392, -0.0686, -5.8558], [1.7241, -1.1024, -5.9062], [0.8609, -1.0489, -4.7248], [0.9586, -2.1564, -3.7776], [2.2929, -2.2072, -3.0524], [-0.0631, -0.0656, -4.6953], [-0.2432, 0.7059, -5.6283], [-0.8971, 0.1397, -3.4556], [-2.2305, 0.4847, -3.6166], [-2.9825, 0.8154, -2.5014], [-2.3648, 0.8195, -1.2663], [-1.0781, 0.4974, -1.0993], [-0.3608, 0.1612, -2.1767], [3.4566, -0.1373, -6.7524], [3.4772, -0.2200, -4.9848], [2.4170, 0.9344, -5.8099], [2.1340, -2.1118, -5.9559], [1.1062, -0.9424, -6.7901], [0.8034, -3.0846, -4.3376], [0.1415, -2.0918, -3.0635], [3.1171, -2.3873, -3.7440], [2.2912, -3.0130, -2.3186], [2.5050, -1.2781, -2.5236], [-2.6503, 0.5195, -4.6133], [-4.0220, 1.0996, -2.5863], [-2.9050, 1.1115, -0.3730], [0.6787, -0.0774, -1.9964]], "forces_ev_per_a": [[-0.24, 0.56, -0.02], [0.00, -0.01, 0.03], [-0.14, -0.07, -0.28], [-0.14, -0.49, 0.45], [-0.07, 0.02, 0.02], [0.06, -0.02, -0.06], [-0.03, 0.00, 0.02], [0.01, 0.02, 0.01], [0.16, 0.15, 0.14], [-0.07, -0.05, -0.09], [0.06, 0.07, 0.00], [-0.03, -0.05, 0.05], [-0.01, 0.01, -0.06], [0.01, -0.07, 0.17], [0.00, 0.01, -0.01], [0.01, 0.01, 0.00], [0.00, 0.01, 0.00], [0.01, 0.00, 0.01], [0.01, 0.02, -0.01], [0.00, -0.01, 0.00], [0.01, 0.00, 0.00], [0.00, 0.00, 0.00], [0.00, 0.00, 0.00], [0.00, 0.00, 0.00], [0.00, 0.00, 0.01], [0.00, 0.00, 0.01], [-0.01, 0.00, 0.00], [0.00, 0.00, 0.00], [0.04, 0.06, 0.02], [-0.02, -0.07, -0.06], [-0.03, -0.06, 0.00], [0.04, 0.23, 0.01], [-0.02, -0.01, 0.01], [0.00, 0.01, 0.00], [0.01, 0.01, -0.01], [0.00, 0.00, 0.00], [0.04, 0.02, 0.01], [-0.07, -0.04, 0.05], [0.49, -0.17, -0.22], [0.00, -0.01, 0.01], [0.01, 0.00, -0.01], [0.01, -0.01, -0.01], [0.00, 0.00, 0.00], [0.01, 0.01, 0.00], [-0.01, 0.02, -0.01], [0.01, -0.04, 0.00], [-0.03, 0.00, -0.01], [0.03, -0.01, 0.02], [-0.03, 0.00, -0.03], [0.01, 0.00, 0.01], [0.00, 0.02, 0.00], [-0.01, 0.00, 0.00], [-0.01, 0.00, 0.01], [-0.04, -0.04, -0.17], [-0.03, -0.01, -0.01], [0.00, 0.00, 0.00], [0.00, 0.00, 0.00], [0.00, 0.00, 0.00], [0.00, 0.00, 0.00], [0.00, 0.00, 0.00], [-0.01, 0.00, 0.00], [0.00, -0.01, -0.01], [0.00, 0.01, 0.00], [0.00, 0.00, 0.00], [0.01, -0.01, -0.01], [0.01, 0.00, 0.00], [0.00, 0.00, 0.00], [0.00, 0.00, 0.00], [-0.01, 0.01, 0.01]], "mulliken_charge": [0.49, -1.76, 1.05, 0.79, -0.59, 0.25, -0.49, -0.24, 0.27, -0.99, -0.54, -0.98, -0.42, 0.60, 0.43, 0.29, 0.51, 0.33, 0.21, 0.26, 0.36, 0.46, 0.45, 0.62, -0.31, 0.74, -0.15, -0.34, -0.05, -0.28, 0.27, -0.53, 0.42, -0.35, 0.16, -0.30, 0.49, 0.01, -0.77, -0.14, -0.16, -0.17, -1.09, -0.83, 0.25, -0.71, -0.78, 0.20, -0.66, 0.56, -0.47, -1.11, -0.18, 0.59, -0.71, 0.38, 0.27, 0.31, 0.40, 0.44, 0.26, 0.28, 0.42, 0.40, -0.01, 0.52, 0.48, 0.36, 0.52], "spin_multiplicity": 4, "gap_ev": [5.9, 6.9], "s_squared": 3.780, "relative_energy_kj_mol": 35.8}